The following is a DFT calculation (wB97M-V/def2-TZVPD) of a molecular structure, C45H61NO16.

Computed properties:
LUMO energy: -2.63 eV
frontier orbital gap: 6.61 eV
total energy: -81879.51734 eV

The geometry in ORCA input format:
```
! RIJCOSX wB97M-V def2-TZVPD def2/J DEFGRID3
* xyz 0 1
C -1.50 0.75 -0.86
C -0.53 -0.44 -0.59
O -0.57 -1.41 -1.32
N 0.55 -0.27 0.39
H 1.25 0.42 -0.04
H 0.06 0.37 1.33
C 1.27 -1.46 0.79
H -2.01 1.02 0.11
H -2.46 0.41 -1.45
H -0.86 1.77 -1.31
H 0.51 -1.93 1.44
H 2.26 -1.22 1.39
H 1.59 -2.10 -0.01
O -0.32 1.17 2.27
H -1.23 1.51 2.54
C -4.08 -0.06 2.24
C -3.15 -0.75 3.12
C -3.66 -2.07 3.72
O -1.98 -1.11 2.30
H -4.62 -0.58 1.41
H -3.76 0.81 1.64
H -4.93 0.38 2.81
H -2.54 -0.14 3.79
H -2.92 -2.40 4.55
H -3.79 -2.82 3.11
H -4.62 -2.13 4.15
H -1.39 -0.25 2.26
C -0.31 5.40 1.83
C -0.24 4.54 0.55
C 0.39 5.13 -0.76
O 0.69 3.48 0.78
H -0.90 6.11 1.53
H 0.80 5.65 2.26
H -1.10 5.01 2.52
H -1.21 4.08 0.27
H -0.30 5.96 -1.06
H 0.52 4.54 -1.79
H 1.49 5.42 -0.42
H 0.48 2.96 1.48
C 4.28 2.55 0.10
C 3.55 1.93 -1.15
C 4.12 0.52 -1.45
O 2.24 1.61 -0.84
H 4.05 1.96 0.85
H 3.94 3.54 0.56
H 5.39 2.67 -0.09
H 3.45 2.59 -2.12
H 5.30 0.67 -1.41
H 3.67 -0.04 -2.22
H 3.74 -0.06 -0.47
H 1.81 2.51 -1.00
C 2.43 2.55 5.21
C 2.60 1.76 3.89
C 4.12 1.17 3.79
O 1.86 0.55 3.70
H 1.35 2.84 5.03
H 3.15 3.27 5.16
H 2.75 2.10 6.17
H 2.40 2.44 2.94
H 4.31 0.53 4.82
H 4.94 1.96 4.10
H 4.23 0.59 2.86
H 0.90 0.66 3.18
C 4.67 -4.22 -2.10
C 3.37 -3.43 -1.97
C 2.82 -2.69 -3.16
O 1.70 -2.16 -3.15
C 3.68 -2.47 -4.39
C 4.93 -3.21 -4.38
C 5.51 -4.01 -3.21
O 6.60 -4.55 -3.38
H 4.93 -4.71 -1.07
H 2.66 -3.37 -0.95
H 3.57 -2.00 -5.21
H 5.72 -2.92 -5.19
C 3.39 -2.97 3.86
C 4.13 -3.00 5.22
C 5.17 -4.20 5.56
O 5.67 -4.44 6.66
C 5.71 -4.82 4.35
C 5.09 -4.61 3.04
C 3.99 -3.69 2.72
O 3.67 -3.46 1.64
H 2.66 -2.45 3.75
H 3.77 -2.43 6.02
H 6.56 -5.57 4.52
H 5.50 -5.13 2.19
C -2.67 -4.33 -2.87
C -3.24 -3.08 -3.52
C -3.50 -1.88 -2.58
O -3.94 -0.89 -3.00
C -3.48 -2.16 -1.14
C -2.91 -3.33 -0.59
C -2.46 -4.46 -1.41
O -1.94 -5.44 -0.93
H -2.30 -5.10 -3.69
H -3.23 -2.86 -4.51
H -3.69 -1.19 -0.57
H -2.84 -3.39 0.45
C -0.45 0.38 -4.61
C -0.93 -0.84 -5.35
C -2.31 -0.70 -6.12
O -2.86 -1.68 -6.65
C -2.97 0.64 -5.99
C -2.59 1.52 -4.92
C -1.24 1.56 -4.27
O -0.84 2.43 -3.50
H 0.58 0.26 -4.17
H -0.51 -1.70 -5.47
H -4.04 0.85 -6.33
H -3.23 2.40 -4.55
C -7.79 2.06 -2.32
C -6.36 1.66 -1.91
C -5.66 2.33 -0.63
O -4.48 2.09 -0.39
C -6.48 3.30 0.04
C -7.83 3.81 -0.42
C -8.48 3.11 -1.55
O -9.67 3.62 -1.82
H -8.19 1.65 -3.27
H -5.90 1.02 -2.57
H -6.12 3.66 1.03
H -8.39 4.55 0.18
*
```